Molecular formula: C31H54N2O9S
Method: DFT, ωB97M-V/def2-TZVPD

Properties
HOMO energy, eV: -7.75
Gap between HOMO and LUMO, Ha: 0.272
DFT total energy, eV: -65262.7793
Maximum force, eV Å⁻¹: 3.65

CARTESIAN COORDINATES (ANGSTROEM)
C -3.5497 1.4822 -4.4861
C -3.4426 0.1010 -3.7492
C -2.3983 -0.0827 -2.7397
C -2.2474 -1.4213 -2.0407
C -3.1670 -2.5009 -2.3923
O -2.9697 -3.7388 -1.7478
C -2.4871 -4.7212 -2.7019
C -1.2178 -4.2827 -3.5275
C -1.4890 -4.1002 -5.0817
O -0.2341 -5.3550 -3.3909
C -4.2815 -2.3744 -3.3920
N -5.2122 -3.3254 -3.7743
S -6.1676 -2.5462 -4.9269
N -5.4384 -1.0363 -4.9944
C -4.4055 -1.0178 -4.0817
H -4.6157 1.7369 -4.7629
H -2.9411 1.4521 -5.4431
H -3.0914 2.2948 -3.8566
H -1.6668 0.7214 -2.4680
H -1.4663 -1.6415 -1.2705
H -2.1780 -5.6275 -2.0962
H -3.3679 -5.0359 -3.3313
H -0.7126 -3.3499 -3.1599
H -0.4967 -3.8098 -5.5465
H -2.2108 -3.2504 -5.2898
H -1.8502 -5.0368 -5.5836
H 0.6200 -4.8808 -3.4665
C -2.9779 -1.7652 1.6504
C -1.7576 -0.8860 1.7540
O -0.7982 -1.0524 1.0265
C -1.7737 0.2049 2.7920
H -2.8267 -2.5053 0.8626
H -3.1404 -2.2877 2.5952
H -3.8515 -1.1604 1.3993
H -1.8824 -0.2294 3.7870
H -2.5946 0.8967 2.5903
H -0.8381 0.7540 2.7527
C 4.7179 -5.7001 -4.4097
C 3.8023 -5.0913 -3.3828
O 2.7547 -4.5632 -3.7007
C 4.2351 -5.1617 -1.9411
H 4.2808 -5.5768 -5.4011
H 5.6826 -5.1996 -4.3891
H 4.8422 -6.7659 -4.2119
H 5.1829 -4.6355 -1.8114
H 4.3381 -6.2042 -1.6345
H 3.4811 -4.6849 -1.3132
C 8.5422 -6.4141 -7.5005
C 8.2947 -6.1569 -6.0368
O 7.1728 -6.1737 -5.5740
C 9.4957 -5.8780 -5.1704
H 7.5910 -6.5993 -8.0006
H 9.0140 -5.5418 -7.9569
H 9.1787 -7.2927 -7.6214
H 10.0095 -4.9820 -5.5240
H 10.1741 -6.7330 -5.1886
H 9.1695 -5.7119 -4.1431
C 1.5681 1.6191 6.2028
C 1.0304 1.8373 4.8156
O -0.1413 1.6511 4.5526
C 2.0038 2.2977 3.7606
H 0.7607 1.2914 6.8557
H 2.3408 0.8459 6.1848
H 1.9755 2.5509 6.5926
H 2.7949 1.5560 3.6357
H 2.4318 3.2609 4.0451
H 1.4799 2.4140 2.8106
C -1.8169 4.3516 6.2398
C -0.7207 4.5635 7.2528
O 0.1733 3.7513 7.3912
C -0.7711 5.8164 8.0872
H -1.6436 3.4089 5.7176
H -2.7832 4.3028 6.7403
H -1.8115 5.1638 5.5100
H -1.6894 5.8350 8.6733
H -0.7187 6.6954 7.4419
H 0.0813 5.8305 8.7687
C -3.8824 8.5086 7.3318
C -4.4866 7.1647 7.6470
O -3.8164 6.1529 7.6328
C -5.9551 7.1272 7.9806
H -2.8215 8.3854 7.1110
H -4.3739 8.9418 6.4586
H -3.9865 9.1740 8.1910
H -6.5381 7.4994 7.1359
H -6.1505 7.7317 8.8684
H -6.2530 6.0984 8.1851
C 0.2225 3.7342 -1.2961
C 0.1965 3.6519 -2.8007
O -0.7628 3.2021 -3.3912
C 1.4096 4.1504 -3.5425
H -0.7132 3.3414 -0.8962
H 1.0486 3.1369 -0.9050
H 0.3284 4.7745 -0.9822
H 2.2879 3.5716 -3.2506
H 1.5678 5.2091 -3.3278
H 1.2518 4.0305 -4.6149

=====

Molecular formula: C4H12O2S
Method: DFT, ωB97M-V/def2-TZVPD

Properties
HOMO energy, eV: -9.37
Gap between HOMO and LUMO, Ha: 0.369
DFT total energy, eV: -19270.9679
Maximum force, eV Å⁻¹: 2.90
Energy relative to the best compared isomer or geometry (same formula, charge and spin), kJ/mol: 167.7
SMILES: OCCCCS.O

CARTESIAN COORDINATES (ANGSTROEM)
O -0.3687 -2.3582 0.7803
C -1.5622 -1.5054 0.5471
C -1.4476 -0.3967 -0.4601
C -0.1432 0.3255 -0.1966
C 0.0633 1.5589 -1.1276
S 1.8329 1.6043 -1.7215
H 0.4301 -1.7833 1.0235
H -2.1140 -2.3438 0.0696
H -1.7754 -1.1692 1.5894
H -2.3222 0.1789 -0.5699
H -1.3626 -0.7997 -1.4437
H 0.7228 -0.3505 -0.5023
H -0.2315 0.6437 0.9630
H -0.5241 1.6336 -2.1033
H -0.3321 2.4378 -0.6587
H 2.1090 0.4258 -2.3047
O 2.2856 0.2108 2.1165
H 2.4503 0.6536 1.2878
H 2.2897 1.0340 2.7111

=====

Molecular formula: CH3FOS
Method: DFT, ωB97M-V/def2-TZVPD

Properties
HOMO energy, eV: -10.07
Gap between HOMO and LUMO, Ha: 0.338
DFT total energy, eV: -16683.2656
Maximum force, eV Å⁻¹: 4.41
Energy relative to the best compared isomer or geometry (same formula, charge and spin), kJ/mol: 214.4
SMILES: C=O.FS

CARTESIAN COORDINATES (ANGSTROEM)
C 1.6582 0.2145 -0.7105
O 1.6128 1.1668 0.0685
H 2.5015 0.0569 -1.3506
H 0.8921 -0.5723 -0.7923
F -3.3035 0.2997 0.6146
S -1.6009 -0.2286 0.4546
H -1.7602 -0.9370 1.7157